1.
This record from the Open Molecules 2025 dataset describes a 3-piece molecular cluster, C3H6N5O3 overall in a non-equilibrium geometry. The level of theory is ωB97M-V with the def2-TZVPD basis set.

Atoms and positions in Å:
O (2.671, 0.145, -2.507)
O (-1.188, -0.608, 1.821)
O (-2.415, -2.067, 3.094)
N (-4.126, 0.129, 1.512)
N (1.278, 0.536, 0.829)
N (2.549, 0.647, -1.217)
N (-4.586, 1.043, 1.915)
N (0.319, 0.337, -1.230)
C (1.444, 0.453, -0.508)
C (-0.561, -0.540, -1.504)
C (-1.865, -1.290, 2.472)
H (2.035, 0.827, 1.366)
H (2.634, 0.967, -3.019)
H (-0.472, -1.472, -1.147)
H (0.555, -0.059, 1.221)
H (3.210, 1.326, -0.884)
H (-1.482, -0.374, -2.214)

Computed properties:
Calculated total energy in Ha: -617.1486
HOMO level in eV: -14.83
Relative energy (zero: lowest compared OMol25 entry of this formula, charge and spin) in kcal/mol: 0.0
Charge: +1
Spin multiplicity: 1
Orbital gap in eV: 10.7

***

2.
This record from the Open Molecules 2025 dataset describes C4H8O as an isolated structure. The level of theory is ωB97M-V with the def2-TZVPD basis set.

Atoms and positions in Å:
O (0.155, 1.351, 0.784)
C (-1.075, -0.742, -0.125)
C (0.438, 0.518, -0.163)
C (1.726, -0.264, -0.077)
C (-1.609, 0.444, 0.383)
H (0.191, 0.790, -1.207)
H (1.808, -1.014, -0.869)
H (2.549, 0.457, -0.179)
H (1.812, -0.736, 0.905)
H (-2.034, 1.191, -0.283)
H (-0.883, -1.564, 0.560)
H (-1.839, 0.573, 1.435)
H (-1.240, -1.005, -1.165)

Computed properties:
Calculated total energy in Ha: -232.3035
HOMO level in eV: -8.17
Relative energy (zero: lowest compared OMol25 entry of this formula, charge and spin) in kcal/mol: 89.2
Spin multiplicity: 1
Orbital gap in eV: 8.5

***

3.
This record from the Open Molecules 2025 dataset describes the molecule C8H18O4S in a non-equilibrium geometry. The level of theory is ωB97M-V with the def2-TZVPD basis set.

Atoms and positions in Å:
S (0.623, -1.867, 2.609)
O (-0.734, -1.732, 3.105)
O (0.747, -1.451, 1.062)
O (1.781, -1.260, 3.238)
O (0.885, -3.448, 2.447)
C (-1.394, 2.689, -2.490)
C (-0.266, -1.964, 0.137)
C (0.000, 2.177, -2.831)
C (-0.089, 0.096, -1.247)
C (0.185, 0.659, -2.693)
C (-0.665, 5.138, -1.998)
C (-1.565, 4.166, -2.755)
C (0.064, -1.411, -1.207)
H (1.057, -1.706, -1.583)
H (-2.136, 2.106, -3.107)
H (0.695, 2.685, -2.114)
H (0.145, -3.979, 2.871)
H (-1.450, 4.323, -3.832)
H (1.200, 0.369, -3.016)
H (-0.954, 6.178, -2.256)
H (-1.106, 0.342, -1.004)
H (-0.642, -1.955, -1.854)
H (-1.251, -1.664, 0.524)
H (0.279, 2.503, -3.832)
H (-0.524, 0.127, -3.406)
H (0.381, 5.026, -2.270)
H (-0.198, -3.090, 0.202)
H (-1.584, 2.439, -1.419)
H (0.542, 0.553, -0.469)
H (-2.644, 4.371, -2.567)
H (-0.831, 5.072, -0.945)

Computed properties:
Calculated total energy in Ha: -1014.7502
HOMO level in eV: -10.94
Relative energy (zero: lowest compared OMol25 entry of this formula, charge and spin) in kcal/mol: 0.0
Spin multiplicity: 1
Orbital gap in eV: 11.3
Structure (SMILES): CCCCCCCCOS(=O)(=O)O

***

4.
This record from the Open Molecules 2025 dataset describes the molecule C7H16N2. The level of theory is ωB97M-V with the def2-TZVPD basis set.

Atoms and positions in Å:
N (-0.501, -1.725, -1.110)
N (-0.677, 0.037, 0.504)
C (0.315, 2.350, 0.297)
C (-0.019, 1.169, 1.193)
C (2.545, -1.009, -1.319)
C (0.309, -0.691, -0.452)
C (-1.852, 0.481, -0.253)
C (1.561, -0.302, -0.425)
C (-1.097, -0.942, 1.514)
H (-2.539, 1.027, 0.394)
H (3.305, -1.482, -0.695)
H (-0.548, -1.542, -2.109)
H (-0.665, 1.486, 2.018)
H (-0.038, -2.622, -1.001)
H (-1.861, -0.523, 2.171)
H (-0.569, 2.868, -0.064)
H (-0.230, -1.236, 2.101)
H (0.924, 0.768, 1.572)
H (2.129, -1.782, -1.985)
H (0.913, 3.056, 0.866)
H (3.054, -0.272, -1.943)
H (-1.531, 1.116, -1.074)
H (0.912, 1.984, -0.535)
H (-2.347, -0.395, -0.666)
H (-1.490, -1.816, 1.000)

Computed properties:
Calculated total energy in Ha: -385.6904
HOMO level in eV: -6.42
Relative energy (zero: lowest compared OMol25 entry of this formula, charge and spin) in kcal/mol: 94.3
Spin multiplicity: 1
Orbital gap in eV: 7.2

***

5.
This record from the Open Molecules 2025 dataset describes a 5-piece molecular cluster, C25H54BClO13P2S4 overall in a non-equilibrium geometry. The level of theory is ωB97M-V with the def2-TZVPD basis set.

Atoms and positions in Å:
Cl (-1.612, -2.402, 0.947)
S (-4.281, 1.052, -8.754)
S (3.849, 0.201, 7.461)
S (1.577, 0.710, -5.964)
S (-1.936, -4.566, -2.851)
P (-0.154, -0.869, 0.483)
P (-0.110, 3.850, 2.806)
O (-5.296, 1.848, -9.412)
O (-3.140, 0.509, -9.464)
O (2.554, -0.207, 7.963)
O (-0.875, -3.852, -3.528)
O (0.905, -0.360, 3.146)
O (0.909, 1.995, -5.908)
O (2.490, -1.738, 1.705)
O (4.173, 0.187, 6.049)
O (1.402, 4.686, 2.591)
O (-3.310, -4.105, -2.859)
O (-1.136, 4.881, 3.806)
O (0.145, 2.535, 3.672)
O (2.978, 0.551, -5.636)
C (-4.635, 1.525, -6.208)
C (-5.086, -0.260, -7.846)
C (-1.290, -6.389, -1.031)
C (-4.817, 0.016, -6.368)
C (-1.121, 0.775, 0.650)
C (4.923, 1.525, 9.442)
C (0.990, -1.273, 4.297)
C (0.635, -0.484, -5.027)
C (0.031, -1.448, -6.047)
C (4.226, 1.813, 8.120)
C (3.143, 2.720, 2.512)
C (0.951, -0.292, 5.651)
C (-2.552, 4.749, 3.428)
C (2.509, 4.042, 3.315)
C (-0.239, 2.127, 0.354)
C (-3.697, 1.948, -7.329)
C (0.962, -1.475, -7.259)
C (1.285, -0.019, -7.563)
C (-0.849, 3.497, 1.066)
C (5.882, 0.370, 9.161)
C (-0.941, -6.942, -2.412)
C (-3.211, 3.272, 3.695)
C (-1.900, -6.267, -3.381)
C (5.113, -0.682, 8.364)
C (-1.429, -4.874, -1.166)
B (1.202, -1.034, 1.867)
H (-2.911, -6.671, -3.280)
H (0.094, -6.681, -2.664)
H (-5.631, -0.362, -5.741)
H (2.306, 1.889, 2.334)
H (-0.582, 4.390, 0.321)
H (-2.671, 1.624, -7.127)
H (3.985, 2.187, 3.158)
H (-0.011, -1.915, 4.359)
H (-3.720, 3.021, -7.527)
H (2.166, 0.102, -8.196)
H (-5.603, 2.028, -6.319)
H (1.039, -0.891, 6.652)
H (-1.033, -8.031, -2.448)
H (-2.460, 2.375, 3.653)
H (-3.150, 5.509, 4.128)
H (-0.958, -1.087, -6.355)
H (3.182, -1.233, 2.261)
H (1.320, -0.998, -4.347)
H (2.283, 3.813, 4.452)
H (0.426, 0.489, -8.011)
H (-2.242, -6.819, -0.696)
H (-0.037, 0.377, 5.651)
H (5.762, -1.207, 7.659)
H (-3.898, -0.497, -6.059)
H (-2.784, 5.072, 2.314)
H (4.187, 1.220, 10.195)
H (0.498, -1.971, -8.116)
H (-4.230, 1.783, -5.226)
H (-1.973, 0.748, -0.182)
H (-0.230, 2.267, -0.829)
H (-0.102, -2.445, -5.617)
H (-1.628, 0.867, 1.722)
H (1.960, -1.927, 4.343)
H (-2.016, 3.403, 1.044)
H (5.449, 2.407, 9.819)
H (-1.573, -6.328, -4.421)
H (3.643, 3.076, 1.515)
H (3.403, 4.833, 3.331)
H (-0.532, -6.651, -0.286)
H (-0.474, -4.368, -1.001)
H (4.903, 2.311, 7.419)
H (-2.184, -4.477, -0.481)
H (1.843, 0.498, 5.599)
H (6.287, -0.054, 10.086)
H (-4.002, 3.075, 2.824)
H (0.866, 1.892, 0.660)
H (-3.746, 3.215, 4.753)
H (-0.140, 0.033, -4.454)
H (1.880, -2.019, -7.007)
H (3.310, 2.394, 8.235)
H (6.730, 0.735, 8.569)
H (-4.675, -1.223, -8.158)
H (4.618, -1.401, 9.023)
H (-6.156, -0.221, -8.072)

Computed properties:
Calculated total energy in Ha: -4723.4881
HOMO level in eV: -8.41
Relative energy (zero: lowest compared OMol25 entry of this formula, charge and spin) in kcal/mol: 168.3
Spin multiplicity: 1
Orbital gap in eV: 8.2
Structure (SMILES): CCOB(O)P(Cl)CCCP(=O)(OCC)OCC.O=S1(=O)CCCC1.O=S1(=O)CCCC1.O=S1(=O)CCCC1.O=S1(=O)CCCC1

***

6.
This record from the Open Molecules 2025 dataset describes an isolated ion of composition C7H14N3 and charge +1 in a non-equilibrium geometry. The level of theory is ωB97M-V with the def2-TZVPD basis set.

Atoms and positions in Å:
N (-2.578, -1.280, -0.582)
N (-0.395, -1.032, 0.212)
N (1.758, -0.398, -0.656)
C (-1.642, -0.606, 0.016)
C (-0.807, 1.783, 0.462)
C (1.630, -0.549, 1.769)
C (0.868, -0.174, 0.419)
C (1.537, 0.358, -1.876)
C (0.424, 1.306, 0.590)
C (-1.946, 0.853, 0.393)
H (2.341, -1.267, -0.707)
H (1.327, 1.849, 0.636)
H (-0.078, -2.068, -0.068)
H (2.120, -1.485, 1.715)
H (-1.238, 2.697, 0.772)
H (-2.465, -2.122, -1.163)
H (-2.491, 0.772, 1.288)
H (-3.521, -0.858, -0.752)
H (-2.655, 1.210, -0.270)
H (2.027, -0.300, -2.611)
H (0.432, 0.424, -2.125)
H (2.615, -0.024, 1.781)
H (1.887, 1.406, -1.751)
H (0.850, -0.496, 2.510)

Computed properties:
Calculated total energy in Ha: -439.1066
HOMO level in eV: -12.67
Relative energy (zero: lowest compared OMol25 entry of this formula, charge and spin) in kcal/mol: 51.2
Charge: +1
Spin multiplicity: 1
Orbital gap in eV: 9.8
Structure (SMILES): CN[C@@]1(C)C=CCC(=[NH2+])N1

***

- What is the relative energy (zero: lowest compared OMol25 entry of this formula, charge and spin) in the fourth record?
  94.3 kcal/mol

***

- Among the records above, which one has the highest calculated total energy?
  C4H8O

***

- Look up the HOMO level of the third one.
  -10.94 eV

***

- Which formula does entry 1 have?
  C3H6N5O3